Computed, not measured: 5 unconnected molecules or ions with the total composition C44H77BrClN2O20P5S at a distorted geometry, with wB97M-V/def2-TZVPD.

Geometry as XYZ:
```
151
Properties=species:S:1:pos:R:3:lowdin_charge:R:1
C -4.59 2.76 7.84 -0.127
C -5.85 3.01 6.88 -0.238
C -6.48 1.58 6.58 -0.215
C -7.13 1.47 5.12 -0.191
C -6.73 0.06 4.55 -0.255
C -7.25 -0.25 3.10 -0.205
C -6.68 -1.66 2.66 -0.196
C -5.34 -1.60 1.81 -0.149
C -4.40 -0.41 2.16 -0.128
C -4.62 0.91 1.53 0.028
C -3.80 2.07 1.82 -0.113
C -3.97 3.46 1.16 -0.144
C -3.07 3.86 0.05 0.005
C -3.34 5.22 -0.42 -0.069
C -4.39 6.10 0.08 -0.140
N -5.20 5.70 1.09 0.047
C -4.95 4.46 1.58 -0.100
C -2.71 1.93 2.79 -0.170
C -1.81 3.15 3.17 -0.177
C -2.51 3.83 4.46 -0.069
C -2.49 0.63 3.40 -0.323
C -3.28 -0.58 3.12 -0.257
N -3.05 -1.89 3.70 -0.440
Br -4.04 -2.19 5.27 0.814
C -1.65 -2.20 3.89 -0.302
C -1.24 -3.61 3.68 0.037
C 0.15 -4.06 3.82 -0.157
C 0.39 -5.58 3.56 -0.131
C 0.22 -5.94 2.02 -0.243
O 1.38 -6.55 1.47 -0.081
C 1.21 -3.09 4.18 -0.122
P 2.99 -3.61 4.31 0.575
O 3.32 -4.79 3.46 -0.281
O 3.88 -2.33 3.67 -0.177
O 3.47 -3.82 5.88 -0.134
C 0.82 -1.68 4.44 -0.174
C 1.81 -0.56 4.88 -0.198
C 2.07 0.51 3.72 -0.254
C 2.02 1.99 4.26 -0.589
Cl 3.45 2.35 5.35 0.496
C -0.60 -1.27 4.29 -0.337
S -1.10 0.46 4.58 1.008
H -3.88 3.62 7.84 0.065
H -4.00 1.86 7.52 0.064
H -5.01 2.53 8.86 0.073
H -5.50 3.48 5.93 0.082
H -6.62 3.60 7.43 0.102
H -7.17 1.21 7.39 0.114
H -5.61 0.85 6.56 0.083
H -8.25 1.55 5.23 0.111
H -6.77 2.30 4.45 0.101
H -7.06 -0.78 5.24 0.116
H -5.60 0.04 4.53 0.056
H -7.10 0.57 2.37 0.097
H -8.37 -0.39 3.20 0.113
H -7.45 -2.18 2.02 0.105
H -6.59 -2.29 3.59 0.081
H -4.74 -2.54 2.01 0.107
H -5.58 -1.61 0.72 0.114
H -5.45 1.01 0.80 0.119
H -2.28 3.20 -0.36 0.116
H -2.69 5.62 -1.24 0.092
H -4.50 7.12 -0.37 0.107
H -5.60 4.15 2.44 0.117
H -0.78 2.86 3.50 0.062
H -1.73 3.90 2.35 0.097
H -2.69 4.91 4.20 0.040
H -1.86 3.78 5.37 0.075
H -3.51 3.37 4.67 0.065
H -2.03 -4.35 3.40 0.124
H 1.33 -5.99 4.01 0.105
H -0.46 -6.11 4.09 0.114
H -0.64 -6.66 1.88 0.115
H -0.09 -5.02 1.44 0.126
H 1.55 -6.15 0.60 0.060
H 3.46 -2.21 2.79 0.084
H 2.75 -3.48 6.45 0.079
H 2.78 -0.96 5.30 0.099
H 1.35 0.02 5.73 0.103
H 3.05 0.38 3.22 0.105
H 1.19 0.40 3.02 0.103
H 2.05 2.73 3.42 0.079
H 1.08 2.21 4.83 0.036
C -1.18 10.19 5.49 -0.099
O -1.87 8.99 5.15 -0.186
P -1.27 7.89 4.19 0.378
O -2.26 6.95 3.67 -0.217
O -0.10 7.17 5.00 -0.207
C 1.05 7.87 5.45 -0.103
O -0.51 8.72 3.05 -0.239
C -0.03 7.98 1.93 -0.088
H -1.91 10.93 5.81 0.093
H -0.49 10.01 6.32 0.080
H -0.63 10.59 4.64 0.087
H 0.93 8.11 6.51 0.090
H 1.24 8.78 4.88 0.085
H 1.92 7.22 5.34 0.093
H 0.35 7.00 2.24 0.089
H 0.79 8.53 1.48 0.090
H -0.83 7.85 1.20 0.088
C 0.43 -7.36 -3.48 -0.101
O 0.77 -6.40 -2.49 -0.195
P 2.00 -5.40 -2.64 0.369
O 2.41 -4.79 -1.37 -0.216
O 1.57 -4.34 -3.75 -0.199
C 1.29 -4.71 -5.09 -0.093
O 3.14 -6.27 -3.34 -0.240
C 4.43 -5.66 -3.43 -0.088
H -0.15 -8.15 -3.01 0.092
H -0.19 -6.90 -4.25 0.079
H 1.32 -7.81 -3.94 0.087
H 0.21 -4.78 -5.22 0.089
H 1.75 -5.66 -5.36 0.086
H 1.67 -3.94 -5.75 0.074
H 4.35 -4.59 -3.62 0.093
H 4.98 -6.12 -4.25 0.088
H 4.98 -5.83 -2.50 0.093
C -0.11 -1.35 -8.91 -0.103
O 0.81 -1.84 -7.94 -0.199
P 2.23 -1.16 -7.69 0.367
O 3.16 -2.02 -6.95 -0.220
O 1.94 0.23 -6.96 -0.206
C 1.18 1.26 -7.57 -0.109
O 2.74 -0.74 -9.14 -0.238
C 4.09 -0.28 -9.23 -0.085
H -0.79 -2.16 -9.17 0.091
H -0.71 -0.54 -8.49 0.079
H 0.39 -1.02 -9.82 0.088
H 0.16 1.24 -7.20 0.087
H 1.18 1.18 -8.66 0.085
H 1.63 2.22 -7.30 0.092
H 4.36 0.32 -8.35 0.092
H 4.19 0.35 -10.12 0.094
H 4.77 -1.12 -9.32 0.051
C 8.92 -2.61 -7.74 -0.096
O 7.71 -2.25 -8.40 -0.184
P 7.42 -2.59 -9.92 0.383
O 6.33 -1.81 -10.50 -0.217
O 7.16 -4.16 -9.98 -0.201
C 8.16 -5.11 -9.62 -0.104
O 8.83 -2.39 -10.65 -0.240
C 8.82 -2.45 -12.08 -0.091
H 9.05 -1.95 -6.88 0.094
H 8.85 -3.64 -7.37 0.081
H 9.79 -2.51 -8.39 0.087
H 7.97 -5.46 -8.61 0.090
H 9.17 -4.69 -9.68 0.085
H 8.09 -5.96 -10.30 0.093
H 8.11 -3.20 -12.43 0.091
H 9.81 -2.72 -12.42 0.090
H 8.55 -1.48 -12.49 0.092
```

As for the SMILES: CCCCCCCCc1cc(-c2cccnc2)c(CC)c2c1N(Br)c1cc(CCO)c(P(=O)(O)O)c(CCCCl)c1S2.COP(=O)(OC)OC.COP(=O)(OC)OC.COP(=O)(OC)OC.COP(=O)(OC)OC. The calculation puts the total energy at -8476.54547 Eh. As for the HOMO energy: -7.9946 eV. The calculation puts the orbital gap at 0.2796 hartree.



Computed, not measured: 11 unconnected molecules or ions with the total composition C44H82O17 at a distorted geometry, with wB97M-V/def2-TZVPD.

Geometry as XYZ:
```
143
Properties=species:S:1:pos:R:3:lowdin_charge:R:1
C -34.62 28.56 35.96 -0.165
C -34.26 28.29 37.43 -0.169
C -35.61 28.05 38.10 -0.162
O -36.38 27.48 37.01 -0.148
C -35.78 27.59 35.77 -0.254
H -33.81 28.25 35.30 0.110
H -34.99 29.58 35.85 0.112
H -33.75 29.16 37.86 0.111
H -33.63 27.41 37.30 0.114
H -36.19 28.90 38.47 0.116
H -35.45 27.40 38.96 0.111
H -36.44 27.78 34.92 0.114
H -35.51 26.56 35.52 0.109
C -41.28 22.85 33.24 -0.190
C -42.37 22.81 32.17 -0.143
C -43.66 22.75 33.14 -0.184
O -43.30 23.70 34.15 -0.180
C -41.85 23.69 34.47 -0.133
H -40.29 23.19 32.94 0.096
H -41.09 21.86 33.65 0.096
H -42.43 21.85 31.65 0.100
H -42.37 23.71 31.56 0.107
H -43.90 21.81 33.63 0.113
H -44.47 23.08 32.49 0.108
H -41.62 23.16 35.39 0.105
H -41.36 24.66 34.43 0.105
C -37.92 21.08 17.73 -0.180
C -37.85 22.33 18.65 -0.205
C -38.62 21.86 19.82 -0.240
O -38.23 20.48 19.94 -0.153
C -37.50 19.98 18.72 -0.133
H -37.27 21.11 16.86 0.107
H -38.92 20.91 17.33 0.111
H -38.41 23.15 18.20 0.112
H -36.84 22.63 18.90 0.117
H -39.64 21.96 19.45 0.116
H -38.39 22.54 20.64 0.124
H -37.69 19.00 18.28 0.115
H -36.44 20.15 18.92 0.109
C -37.93 17.30 28.06 -0.149
C -37.41 16.08 28.86 -0.204
C -38.41 16.04 29.92 -0.217
O -39.61 16.08 29.13 -0.149
C -39.49 17.06 28.13 -0.192
H -37.47 17.58 27.11 0.105
H -37.75 18.13 28.74 0.095
H -36.40 16.20 29.25 0.113
H -37.32 15.23 28.19 0.119
H -38.38 16.84 30.66 0.125
H -38.32 15.09 30.45 0.124
H -39.91 18.02 28.42 0.110
H -39.87 16.58 27.23 0.118
C -29.12 32.30 26.56 -0.170
C -30.26 32.37 25.55 -0.182
C -29.73 33.19 24.35 -0.113
O -28.23 32.83 24.38 -0.142
C -27.90 32.71 25.74 -0.255
H -28.99 31.39 27.15 0.109
H -29.31 33.09 27.29 0.101
H -31.22 32.80 25.83 0.105
H -30.50 31.39 25.16 0.105
H -30.00 34.23 24.51 0.105
H -30.18 32.84 23.41 0.111
H -27.45 33.63 26.11 0.114
H -27.23 31.86 25.89 0.114
C -37.93 33.06 30.74 -0.218
C -37.25 34.11 29.92 -0.181
C -36.73 34.98 31.09 -0.183
O -37.74 34.89 32.12 -0.150
C -38.53 33.71 31.96 -0.183
H -37.04 32.52 31.07 0.109
H -38.55 32.38 30.17 0.115
H -38.08 34.54 29.35 0.109
H -36.53 33.74 29.18 0.115
H -36.56 35.98 30.68 0.114
H -35.81 34.52 31.44 0.114
H -39.58 33.99 31.86 0.120
H -38.25 33.15 32.86 0.119
C -31.17 18.65 24.61 -0.182
C -29.89 18.84 25.37 -0.180
C -29.76 20.38 25.29 -0.202
O -30.10 20.77 23.95 -0.121
C -31.03 19.79 23.54 -0.208
H -32.00 18.82 25.29 0.104
H -31.28 17.61 24.32 0.110
H -29.07 18.39 24.80 0.113
H -29.96 18.42 26.37 0.114
H -28.89 20.89 25.71 0.117
H -30.50 20.80 25.97 0.109
H -30.60 19.29 22.67 0.112
H -31.98 20.22 23.24 0.115
C -30.19 22.79 34.49 -0.166
C -29.10 21.76 34.13 -0.154
C -29.71 20.89 32.95 -0.214
O -31.03 20.80 33.36 -0.144
C -31.44 22.06 33.98 -0.174
H -30.12 23.82 34.13 0.109
H -30.16 22.72 35.58 0.100
H -28.89 21.11 34.97 0.103
H -28.17 22.32 34.00 0.100
H -29.17 19.96 32.75 0.114
H -29.69 21.40 31.98 0.109
H -32.10 21.97 34.84 0.108
H -32.07 22.64 33.30 0.108
C -25.95 33.21 33.85 -0.043
C -26.84 32.03 34.07 -0.333
C -26.12 30.72 33.77 -0.103
O -25.73 30.18 35.00 0.112
C -26.24 30.84 35.99 -0.549
O -26.07 30.55 37.15 0.157
O -26.99 31.90 35.48 0.058
H -26.36 34.18 34.10 0.089
H -25.65 33.37 32.81 0.087
H -25.00 33.02 34.36 0.099
H -27.79 32.24 33.59 0.156
H -25.35 30.80 33.00 0.139
H -26.89 30.14 33.27 0.132
C -35.38 24.08 27.56 -0.002
C -34.66 25.52 27.38 -0.239
C -35.08 26.34 28.62 -0.112
O -33.84 26.83 29.01 0.103
C -32.90 26.09 28.52 -0.612
O -31.68 26.34 28.79 0.074
O -33.34 25.25 27.70 0.135
H -35.45 23.81 28.61 0.073
H -34.75 23.26 27.19 0.075
H -36.35 23.98 27.08 0.075
H -34.95 26.05 26.47 0.158
H -35.48 25.82 29.49 0.133
H -35.83 27.01 28.21 0.136
C -25.84 27.04 22.05 -0.046
C -27.08 27.34 21.29 -0.352
C -27.48 26.19 20.28 -0.076
O -28.88 26.21 20.39 0.057
C -29.35 26.99 21.38 -0.445
O -30.53 27.24 21.70 0.109
O -28.23 27.45 22.08 0.072
H -25.92 26.19 22.73 0.089
H -25.54 27.85 22.72 0.087
H -24.98 26.76 21.43 0.092
H -26.82 28.22 20.70 0.148
H -26.99 25.28 20.64 0.130
H -27.25 26.43 19.25 0.134
```

As for the SMILES: C[C@H]1COC(=O)O1.C[C@H]1COC(=O)O1.C[C@H]1COC(=O)O1.C1CCOC1.C1CCOC1.C1CCOC1.C1CCOC1.C1CCOC1.C1CCOC1.C1CCOC1.C1CCOC1. The calculation puts the total energy at -3004.43104 Eh. As for the HOMO energy: -9.3507 eV. The calculation puts the orbital gap at 0.3492 hartree.



> Among the records above, which one has the lowest HOMO?

C44H82O17



> Which of these has the highest orbital gap?

C44H82O17